# C56H154N14O14

A 14-piece molecular cluster, C56H154N14O14 overall (ωB97M-V/def2-TZVPD, OMol25).

```
238
C56H154N14O14 | OMol25 | ωB97M-V/def2-TZVPD
C -3.231 -0.198 -6.136
C -3.587 1.117 -5.476
C -3.608 0.952 -3.932
O -4.513 -0.073 -3.455
C -5.858 0.067 -3.780
N -2.587 2.083 -5.949
H -3.699 -1.076 -5.692
H -2.181 -0.390 -5.917
H -3.482 -0.225 -7.197
H -4.570 1.430 -5.829
H -3.706 1.927 -3.453
H -2.610 0.637 -3.629
H -6.479 -0.452 -3.051
H -6.045 -0.351 -4.769
H -6.066 1.137 -3.792
H -2.607 2.102 -6.958
H -1.686 1.725 -5.663
C -3.035 -4.565 -0.892
C -3.918 -3.391 -1.406
C -4.307 -2.564 -0.188
O -5.154 -3.264 0.721
C -6.525 -3.498 0.296
N -3.017 -2.663 -2.292
H -3.552 -5.231 -0.201
H -2.243 -4.117 -0.292
H -2.512 -5.193 -1.613
H -4.819 -3.696 -1.939
H -4.759 -1.621 -0.497
H -3.447 -2.192 0.369
H -7.016 -4.136 1.031
H -6.637 -4.015 -0.657
H -7.017 -2.533 0.172
H -2.712 -3.386 -2.928
H -3.557 -2.045 -2.880
C 5.429 6.226 -2.546
C 5.843 4.966 -1.859
C 4.908 3.776 -2.154
O 3.515 4.021 -1.864
C 3.071 4.267 -0.523
N 7.187 4.743 -2.262
H 4.468 6.527 -2.128
H 5.294 6.007 -3.605
H 6.025 7.134 -2.459
H 5.846 5.141 -0.783
H 5.291 2.827 -1.778
H 4.974 3.560 -3.220
H 2.034 4.582 -0.638
H 3.658 5.016 0.009
H 2.942 3.346 0.044
H 7.276 4.648 -3.263
H 7.609 5.650 -2.121
C -2.168 -0.055 6.059
C -2.247 -0.901 7.372
C -1.204 -2.081 7.370
O -1.409 -2.935 6.245
C -0.579 -4.111 6.264
N -1.979 -0.005 8.464
H -2.408 -0.720 5.229
H -1.195 0.371 5.812
H -2.911 0.730 5.921
H -3.248 -1.312 7.505
H -1.364 -2.660 8.279
H -0.200 -1.656 7.356
H -0.776 -4.705 7.157
H 0.493 -3.921 6.211
H -0.893 -4.685 5.392
H -2.121 -0.504 9.331
H -2.653 0.747 8.445
C 2.002 0.609 6.808
C 1.510 1.541 7.887
C 0.465 2.699 7.444
O 1.038 3.605 6.483
C 0.298 4.814 6.352
N 0.936 0.767 9.017
H 2.352 -0.371 7.131
H 2.786 1.084 6.217
H 1.155 0.270 6.211
H 2.428 1.923 8.335
H 0.188 3.241 8.349
H -0.448 2.320 6.984
H 0.599 5.375 5.467
H 0.371 5.456 7.229
H -0.705 4.399 6.250
H 1.276 -0.165 8.828
H -0.046 0.578 8.870
C -1.767 5.488 -2.394
C -2.625 4.507 -3.077
C -4.144 4.890 -2.957
O -4.529 5.004 -1.624
C -4.873 3.804 -1.022
N -2.219 4.529 -4.438
H -0.698 5.279 -2.409
H -2.022 5.387 -1.340
H -1.942 6.543 -2.607
H -2.380 3.508 -2.715
H -4.748 4.228 -3.578
H -4.366 5.843 -3.435
H -4.843 3.931 0.061
H -4.213 2.991 -1.325
H -5.903 3.611 -1.320
H -1.237 4.317 -4.535
H -2.624 3.723 -4.892
C 3.584 0.329 0.893
C 3.760 -0.610 2.086
C 4.401 -1.927 1.761
O 3.813 -2.458 0.565
C 4.364 -3.728 0.165
N 4.652 0.224 2.929
H 4.509 0.583 0.376
H 3.040 1.227 1.185
H 2.922 -0.198 0.206
H 2.808 -0.719 2.605
H 4.138 -2.537 2.625
H 5.472 -1.828 1.580
H 3.742 -4.209 -0.590
H 4.448 -4.435 0.991
H 5.342 -3.668 -0.312
H 4.187 1.037 3.306
H 5.426 0.556 2.372
C 0.976 4.567 -8.997
C 0.280 4.337 -7.669
C 1.266 4.512 -6.431
O 0.633 3.972 -5.256
C 1.596 4.103 -4.219
N -0.909 5.202 -7.557
H 1.400 5.556 -9.172
H 0.317 4.201 -9.784
H 1.781 3.835 -8.940
H -0.109 3.321 -7.602
H 1.749 5.486 -6.357
H 2.153 3.960 -6.743
H 1.246 3.586 -3.326
H 1.825 5.144 -3.990
H 2.597 3.706 -4.386
H -1.343 4.935 -6.685
H -1.443 4.857 -8.340
C 0.064 1.532 -0.605
C -0.110 -0.019 -0.468
C -0.554 -0.537 0.912
O 0.437 -0.386 1.924
C 0.019 -0.648 3.295
N -0.998 -0.362 -1.576
H 0.641 1.725 -1.509
H 0.641 1.816 0.275
H -0.900 2.026 -0.724
H 0.835 -0.505 -0.708
H -0.851 -1.579 0.788
H -1.467 0.003 1.164
H 0.795 -0.376 4.010
H -0.162 -1.711 3.456
H -0.918 -0.148 3.539
H -1.860 0.165 -1.552
H -1.261 -1.331 -1.466
C 5.685 3.964 2.079
C 4.924 4.491 3.229
C 3.595 3.692 3.602
O 2.730 3.671 2.530
C 1.395 3.324 2.862
N 5.885 4.399 4.317
H 6.434 3.183 2.212
H 6.228 4.791 1.621
H 5.132 3.651 1.194
H 4.583 5.509 3.041
H 3.036 4.053 4.466
H 3.931 2.675 3.804
H 1.389 2.245 3.017
H 0.766 3.555 2.002
H 0.986 3.865 3.716
H 5.378 4.535 5.180
H 6.088 3.427 4.504
C -3.080 -2.721 3.287
C -4.266 -3.320 4.041
C -4.221 -4.894 4.176
O -5.405 -5.353 4.988
C -5.500 -6.755 5.202
N -4.283 -2.705 5.381
H -2.830 -3.076 2.287
H -2.149 -2.842 3.840
H -3.169 -1.647 3.122
H -5.252 -3.059 3.656
H -3.275 -5.152 4.652
H -4.285 -5.367 3.196
H -5.517 -7.254 4.233
H -6.262 -7.109 5.897
H -4.558 -7.093 5.633
H -4.724 -3.487 5.844
H -3.296 -2.724 5.596
C 1.067 0.381 -6.474
C 0.910 0.336 -4.928
C 2.328 0.618 -4.310
O 3.242 -0.379 -4.643
C 4.413 -0.177 -3.838
N -0.073 1.334 -4.567
H 0.174 -0.029 -6.945
H 1.739 -0.432 -6.750
H 1.336 1.380 -6.816
H 0.536 -0.626 -4.577
H 2.074 0.752 -3.258
H 2.754 1.516 -4.758
H 4.395 -0.474 -2.790
H 5.039 0.707 -3.960
H 4.945 -1.025 -4.271
H 0.019 1.314 -3.561
H 0.249 2.258 -4.817
C 1.801 -4.303 3.255
C 1.123 -4.858 2.000
C -0.316 -5.354 2.295
O -0.345 -6.394 3.301
C 0.325 -7.633 3.007
N 1.043 -3.807 1.025
H 1.692 -4.869 4.180
H 1.575 -3.257 3.461
H 2.880 -4.263 3.107
H 1.720 -5.677 1.597
H -0.758 -5.832 1.421
H -0.890 -4.478 2.599
H -0.111 -7.926 2.053
H 0.148 -8.394 3.767
H 1.405 -7.595 2.867
H 0.686 -2.949 1.419
H 1.982 -3.567 0.739
C -0.520 -4.222 -6.288
C -0.321 -5.432 -5.417
C -0.259 -4.924 -3.984
O 0.981 -4.436 -3.551
C 0.926 -3.747 -2.272
N -1.380 -6.408 -5.585
H 0.135 -3.422 -5.944
H -1.574 -3.947 -6.286
H -0.162 -4.338 -7.311
H 0.582 -5.959 -5.724
H -0.594 -5.708 -3.304
H -1.021 -4.159 -3.841
H 0.528 -4.422 -1.514
H 0.153 -2.980 -2.324
H 1.883 -3.316 -1.979
H -1.320 -6.782 -6.521
H -1.052 -7.219 -5.081
```

Properties
E_LUMO (alpha / beta) in Eh: -0.0927 / -0.2902
Multiplicity: 2
Net charge: +1
Strongest force on any atom in eV/Å: 3.4
Orbital gap (alpha / beta) in Ha: 0.2653 / 0.0678

Here are the Löwdin charges for atoms 1 to 2, given in e: atom 1 (C): -0.061, atom 2 (C): -0.400